DFT (ωB97M-V/def2-TZVPD) results for the molecule C19H17F3N8 in a non-equilibrium geometry.

Structure (XYZ):
```
47
Properties=species:S:1:pos:R:3:forces:R:3
N -1.355824 0.437073 1.825439 -0.71 -0.76 -0.58
C -0.825157 -0.402529 2.869049 -0.22 0.19 1.21
C 0.492445 -1.194018 2.693003 0.12 0.71 -1.19
N -0.264041 -2.495616 2.682344 1.89 2.17 3.17
C -0.246179 -3.104903 1.515639 0.56 -3.74 -5.43
C -0.114573 -4.508614 1.445670 -0.58 1.74 2.69
C -0.293466 -5.273055 0.373502 0.52 -0.01 -2.39
C -0.452883 -4.547531 -0.775152 -0.84 -0.12 -2.18
C -0.492465 -3.155524 -0.765453 0.56 -1.79 0.98
N -0.651343 -2.501043 -1.971174 0.57 3.43 -1.73
N -1.188629 -3.067145 -3.058348 -0.97 -0.99 -1.42
C -1.187551 -2.207632 -4.050557 -0.09 -0.88 -1.46
C -0.561901 -1.009191 -3.673588 -0.44 -0.24 1.28
C -0.249464 0.179470 -4.239492 1.79 3.41 -0.49
N 0.276282 1.239048 -3.526378 -2.11 -1.72 -2.80
C 0.344915 1.109287 -2.226037 1.87 0.70 1.10
C 0.765989 2.423513 -1.568801 -1.10 -0.75 -0.18
C 0.890787 3.673116 -2.241503 0.26 1.27 1.65
N 1.204814 4.672293 -1.384750 0.45 -1.63 0.08
N 1.304985 4.067284 -0.157502 -0.81 -2.50 -0.13
C 1.928490 4.647555 1.020388 -0.04 2.51 -1.34
C 0.830294 5.244295 1.923176 -0.38 1.09 -0.12
F 1.308663 6.245545 2.790930 -0.79 -1.96 -1.39
F -0.168155 5.810306 1.160413 1.36 -0.41 1.11
F 0.256624 4.260200 2.630239 0.11 0.49 0.33
C 0.930825 2.717354 -0.238377 0.79 -0.05 0.36
C 0.281698 -0.130875 -1.578489 -1.51 0.89 -2.32
C -0.286651 -1.178507 -2.321984 1.01 -0.23 2.43
N -0.321938 -2.454479 0.324249 -0.70 1.18 1.38
C -1.485385 -1.793511 3.025897 0.30 1.67 1.99
H -1.746059 -0.165751 1.084149 0.60 0.80 0.23
H -0.758654 1.169954 1.445297 -0.21 -0.50 0.29
H -0.980122 0.063616 3.860305 0.77 0.45 -0.57
H 1.047772 -0.998095 1.750698 -0.61 -0.15 0.31
H 1.220536 -1.032545 3.461592 0.22 -0.50 0.90
H -0.001649 -5.022514 2.333952 0.40 -0.62 2.12
H -0.153403 -6.345565 0.390864 -0.28 0.04 -0.04
H -0.615584 -4.960125 -1.758953 0.10 -0.49 0.04
H -1.540305 -2.340816 -5.117251 0.18 -0.65 1.76
H -0.290453 0.393312 -5.312857 -0.23 -0.36 0.34
H 0.703663 3.945282 -3.263009 0.09 -0.25 -0.17
H 2.524691 5.530282 0.624693 -0.52 -1.10 0.65
H 2.584666 3.940186 1.536037 -0.35 0.19 -0.03
H 0.818869 1.972160 0.607761 0.58 1.56 -0.91
H 0.493555 -0.067288 -0.586586 0.40 -0.80 2.73
H -2.239513 -1.897158 2.312909 -1.75 -0.72 -0.70
H -1.739215 -1.887101 4.128044 -0.26 -0.54 -1.56
```
Positions in Å, forces in eV/Å.

Properties
- electronic energy (eV) = -40048.8367
- SMILES = NC1CN(c2cccc(-n3ncc4cnc(-c5cnn(CC(F)(F)F)c5)cc43)n2)C1
- energy relative to the best compared isomer or geometry (same formula, charge and spin) (kcal per mole) = 42.7
- HOMO-LUMO gap (eV) = 8.490
- LUMO (eV) = 0.14


DFT (ωB97M-V/def2-TZVPD) results for a cluster of 6 separate species, C26H62N2O10 in total in a non-equilibrium geometry.

Structure (XYZ):
```
100
Properties=species:S:1:pos:R:3:forces:R:3
C -0.967641 5.728317 3.399931 0.98 0.91 -1.47
C -1.271441 4.458727 2.563530 0.09 0.15 0.81
C -1.135756 3.184034 3.407201 -0.74 -0.35 0.39
C -2.743848 4.486781 2.075973 1.10 1.09 -1.23
C -3.014624 5.415274 0.844250 1.38 -1.14 0.78
C -1.971103 5.262742 -0.240598 0.08 -0.20 -0.33
C -0.507114 5.114027 0.218197 0.37 0.78 -1.37
C 0.168848 4.417610 -0.998658 -0.22 -0.58 0.43
C 0.144031 6.509266 0.286968 -0.23 0.70 0.08
N -0.392510 4.339297 1.420322 -0.96 -1.39 -1.09
O 0.939997 4.005832 1.716570 0.13 0.41 0.26
H -0.821372 5.616919 4.469121 -0.53 -0.03 0.09
H -0.043891 6.170898 3.002766 0.37 -0.53 0.40
H -1.606766 6.557673 3.074607 -0.64 -0.23 0.79
H -0.222026 3.034627 3.981789 0.26 0.31 -0.34
H -1.945908 3.155841 4.144636 0.02 0.25 0.03
H -1.332277 2.304883 2.787781 0.32 0.04 -0.15
H -2.986086 3.472488 1.762316 -0.49 -0.06 0.47
H -3.334350 4.969443 2.851526 -0.30 -0.94 0.41
H -3.943316 4.994912 0.464225 -0.50 1.16 -0.04
H -2.942383 6.450055 1.181417 -0.96 0.06 -0.05
H -1.982929 6.136681 -0.899417 -0.07 0.03 0.05
H -2.222051 4.441780 -0.919228 -0.01 -0.27 0.33
H -0.283254 4.794579 -1.914874 0.25 0.39 -0.04
H -0.097768 3.353486 -1.030360 0.21 -0.05 0.25
H 1.250327 4.548781 -1.032356 -0.02 -0.07 0.03
H 1.063122 6.524853 0.872790 -0.02 -0.12 0.01
H -0.540396 7.275367 0.668897 0.04 -0.18 0.37
H 0.380910 6.877202 -0.714548 0.10 -0.21 -0.05
H 1.041466 3.133259 1.318954 0.17 -0.08 0.18
C -0.252819 -5.045232 0.506735 0.00 -0.46 -0.74
C -0.255362 -5.189281 -1.050435 -0.32 2.01 0.86
C -0.805609 -3.843075 -1.578491 -0.08 -0.11 -0.84
C 1.215977 -5.294231 -1.443023 1.05 -1.19 -0.13
C 1.488422 -5.963299 -2.795725 -0.34 0.13 -0.11
C 0.654894 -7.219737 -2.891537 0.63 -0.75 0.97
C -0.832608 -7.055509 -2.709024 -0.92 0.43 -0.03
C -1.478936 -6.344243 -3.912478 -1.22 -0.29 -0.23
C -1.475150 -8.422568 -2.475888 -0.88 -1.16 -0.47
N -1.057477 -6.339861 -1.449507 1.90 -0.29 0.92
O -2.405943 -6.140603 -1.133550 -0.41 0.32 -0.31
H 0.307227 -5.874351 0.940919 -0.18 -0.05 0.16
H 0.253513 -4.116646 0.772036 -0.04 0.04 0.03
H -1.269387 -5.013888 0.898162 0.04 0.07 0.11
H -1.648765 -3.417849 -1.033643 -0.03 -0.28 0.13
H -0.003115 -3.105509 -1.589805 -0.04 0.09 0.08
H -1.121476 -3.995388 -2.612627 -0.06 0.28 0.02
H 1.797928 -4.371673 -1.423066 -0.70 0.47 0.10
H 1.697857 -5.856722 -0.632900 0.05 -0.45 -0.35
H 1.292342 -5.248655 -3.600329 0.01 -0.10 -0.09
H 2.525139 -6.295790 -2.869094 0.13 0.40 0.00
H 1.020290 -7.796472 -2.027465 -0.27 -0.24 -0.06
H 0.867338 -7.870872 -3.740918 -0.10 0.37 -0.31
H -1.134610 -5.350170 -4.194271 0.66 -0.21 0.11
H -2.543982 -6.174568 -3.713752 0.06 -0.14 0.28
H -1.498441 -6.995230 -4.790316 0.38 0.06 -0.05
H -2.564783 -8.413709 -2.576605 0.02 0.48 0.24
H -1.260499 -8.831317 -1.488952 0.18 0.35 0.12
H -1.229340 -9.242693 -3.162875 0.60 0.51 -0.31
H -2.448557 -6.365903 -0.197818 -0.14 -0.22 -0.10
O 2.209161 0.854204 1.216899 -0.26 0.46 -0.76
C 1.345467 -0.197398 1.653308 0.49 0.55 0.42
C 0.289346 -0.441965 0.590213 0.32 -0.55 0.25
O -0.518594 0.714874 0.453900 -0.01 -0.12 -0.17
H 2.551551 1.377140 1.950030 0.01 -0.14 0.39
H 2.002146 -1.033351 1.909114 -0.48 -0.44 -0.23
H 0.826798 0.130796 2.559641 -0.08 -0.15 0.03
H -0.332582 -1.286939 0.888271 -0.28 0.22 0.22
H 0.704630 -0.761401 -0.370188 0.31 0.30 -0.04
H 0.084976 1.437764 0.238228 -0.17 0.02 -0.02
O 4.225432 2.407097 -2.648424 -0.29 -0.45 -0.16
C 3.015754 1.731601 -2.316427 -1.38 0.36 -0.40
C 3.122472 0.218462 -2.454815 1.59 0.55 0.97
O 3.611734 -0.168092 -3.732953 -0.09 -0.02 0.27
H 4.169287 2.517159 -3.604470 0.37 0.07 0.09
H 2.747510 1.985627 -1.287814 0.13 -0.09 0.01
H 2.211904 2.118386 -2.959112 0.01 -0.02 0.06
H 2.252961 -0.375171 -2.172131 -0.24 0.38 -0.26
H 3.890676 0.048722 -1.680351 -0.10 -0.74 -0.21
H 4.568939 -0.145428 -3.637794 -0.04 -0.02 -0.33
O 5.661007 4.013379 2.809410 0.37 0.15 0.28
C 5.319608 3.538831 4.102181 -0.66 -0.19 -0.14
C 3.787003 3.520304 4.277952 1.02 -0.06 1.01
O 3.265392 2.276860 3.831652 -0.44 -0.17 -0.70
H 5.011808 3.679072 2.184216 0.04 -0.10 -0.05
H 5.716854 2.529885 4.272246 -0.21 -0.09 -0.15
H 5.800902 4.140757 4.875924 -0.07 0.47 -0.37
H 3.337356 4.346969 3.727478 -0.07 -0.12 -0.15
H 3.569413 3.673469 5.341130 -0.16 -0.07 -0.10
H 2.973167 1.736063 4.565499 0.06 0.09 0.18
O -6.172574 -1.034550 -0.273772 0.40 -0.09 0.23
C -4.985990 -1.699527 -0.708764 -0.62 -0.03 -1.03
C -3.857941 -0.712963 -0.927116 1.30 -1.05 1.37
O -3.257318 -0.452162 0.362954 -0.44 0.35 -0.24
H -5.917098 -0.663745 0.582844 -0.31 0.06 -0.12
H -4.805848 -2.561414 -0.057337 0.72 0.42 0.26
H -5.170738 -2.184149 -1.675894 -0.43 0.36 0.00
H -4.194108 0.213137 -1.392392 -0.22 -0.12 -0.13
H -3.054068 -1.189013 -1.503071 -0.35 0.08 -0.48
H -2.520366 0.156140 0.222285 0.10 0.04 0.19
```
Positions in Å, forces in eV/Å.

Properties
- electronic energy (eV) = -51417.0795
- SMILES = CC1(C)CCCC(C)(C)N1O.CC1(C)CCCC(C)(C)N1O.OCCO.OCCO.OCCO.OCCO
- energy relative to the best compared isomer or geometry (same formula, charge and spin) (kcal per mole) = 33.1
- HOMO-LUMO gap (eV) = 8.469
- LUMO (eV) = 0.30


LUMO of number 1 (C19H17F3N8)?
0.14 eV


The highest electronic energy belongs to which entry?
C19H17F3N8